Density functional theory data (the ωB97M-V functional and the def2-TZVPD basis) for a molecular structure, C17H15N5O3Rh.

Values from the calculation:
- energy above the lowest of the compared OMol25 structures with the same formula, charge and spin (kJ/mol) = 0.00
- orbital gap (alpha / beta) (Eh) = 0.2871 / 0.2872
- E_LUMO (alpha / beta) (eV) = -4.400 / -4.399
- charge = +1

Element x y z (Å)
Rh (0.0393, 0.6969, 0.0834)
O (1.3532, 4.3469, -0.8362)
C (1.2120, 3.1928, -0.5116)
N (0.0232, 2.5684, -0.2536)
C (-1.2372, 3.1998, -0.5856)
C (-2.3441, 2.2296, -0.2750)
C (-3.6812, 2.5867, -0.3411)
C (-4.6503, 1.6473, -0.0445)
C (-4.2656, 0.3630, 0.3180)
C (-2.9227, 0.0660, 0.3655)
N (-1.9843, 0.9773, 0.0729)
C (2.3792, 2.2565, -0.2903)
C (3.6806, 2.6919, -0.3942)
C (4.7035, 1.7802, -0.1713)
C (4.3859, 0.4710, 0.1484)
C (3.0537, 0.1044, 0.2335)
N (2.0761, 0.9818, 0.0158)
H (-1.2737, 3.4795, -1.6441)
H (-1.3730, 4.1205, -0.0125)
H (-3.9478, 3.5965, -0.6214)
H (-5.6979, 1.9128, -0.0896)
H (-4.9927, -0.3960, 0.5660)
H (-2.5611, -0.9121, 0.6491)
H (3.8621, 3.7278, -0.6443)
H (5.7370, 2.0905, -0.2442)
H (5.1537, -0.2659, 0.3337)
H (2.7510, -0.9028, 0.4843)
C (0.0603, -4.8376, 1.6121)
N (0.0431, -3.7028, 0.6872)
C (0.0166, -3.8776, -0.6517)
C (0.0016, -2.8471, -1.5379)
C (0.0198, -1.5692, -0.9430)
O (0.0170, -0.4247, -1.5544)
N (0.0434, -1.3895, 0.3781)
C (0.0555, -2.4231, 1.2784)
O (0.0808, -2.2894, 2.4779)
H (0.0435, -5.7585, 1.0364)
H (-0.8062, -4.7914, 2.2671)
H (0.9567, -4.7985, 2.2263)
H (0.0081, -4.9074, -0.9834)
H (-0.0191, -2.9947, -2.6043)

Force components x, y, z for each atom (eV/Å):
-0.0014 0.0491 -0.0905
-0.0267 0.0030 -0.0627
0.0314 0.0018 0.1279
-0.0091 0.0004 0.0468
-0.0133 0.0055 0.0156
-0.0062 0.0169 -0.0145
-0.0045 0.0007 0.0011
-0.0013 -0.0004 0.0007
-0.0010 -0.0018 0.0016
0.0043 -0.0077 -0.0078
0.0058 -0.0029 -0.0241
0.0368 0.0289 -0.0544
0.0021 0.0039 -0.0045
0.0205 0.0044 0.0008
-0.0014 -0.0020 -0.0004
-0.0130 -0.0229 0.0063
-0.0687 -0.0460 -0.0404
0.0083 -0.0012 -0.0023
0.0005 0.0027 -0.0089
0.0028 -0.0001 0.0029
0.0009 -0.0002 -0.0010
0.0015 -0.0005 -0.0023
-0.0037 0.0003 0.0055
-0.0062 0.0006 -0.0004
-0.0014 -0.0028 0.0006
0.0002 0.0011 -0.0014
-0.0018 0.0019 0.0047
-0.0005 0.0035 0.0057
-0.0114 -0.0094 0.0258
-0.0041 -0.0312 -0.0225
0.0074 -0.0022 0.0102
0.0052 -0.0641 0.1228
0.0183 0.0937 0.0537
0.0031 -0.0469 -0.0796
0.0498 0.0096 -0.0110
-0.0226 -0.0061 0.0059
-0.0004 0.0036 -0.0074
0.0012 0.0004 0.0025
-0.0013 0.0021 0.0021
-0.0009 0.0033 -0.0054
0.0011 0.0111 -0.0018